1.
101
Properties=species:S:1:pos:R:3 method="wB97M-V/def2-TZVPD" e_tot_ha=-6064.97590 total_charge=-1 orbital_gap_ev=6.3812 de_lowest_kj_mol=186.4
Tl -1.1978 0.4575 0.1293
C -0.4621 0.8027 4.8723
C -0.4256 0.9821 3.3825
N -1.4626 0.7702 2.6323
N -2.6062 0.4043 3.2206
C -3.7087 0.4344 2.5033
N -4.8316 0.0793 3.1861
S -3.9188 0.9222 0.8855
C 0.7461 1.5370 2.7428
C 1.8912 1.9399 3.4509
C 2.8668 2.6591 2.7886
C 2.6971 2.9564 1.4434
C 1.5792 2.4477 0.8007
N 0.6503 1.7504 1.4236
H -1.4368 0.4008 5.1343
H -0.3201 1.7524 5.3855
H 0.3183 0.1139 5.1899
H -4.7037 -0.3952 4.0629
H -5.6577 -0.1046 2.6460
H 1.9995 1.7174 4.5024
H 3.7466 3.0030 3.3150
H 3.4125 3.5526 0.9000
H 1.4120 2.6140 -0.2537
C -2.2126 -2.8234 -2.5615
C -0.8954 -3.1496 -1.8504
C -0.6190 -4.6453 -2.0464
C 0.2023 -2.3536 -2.5591
Si -0.9782 -2.6616 0.0570
C 0.6107 -3.2398 1.1233
C 0.4156 -4.6203 1.7672
C 1.8893 -3.3443 0.2862
C 0.8827 -2.1988 2.2156
C -2.6555 -3.2729 0.9416
C -2.8860 -4.7807 0.7854
C -3.8908 -2.5741 0.3668
C -2.6262 -2.9354 2.4351
H -2.0744 -2.9363 -3.6362
H -2.5213 -1.7973 -2.3739
H -3.0062 -3.4992 -2.2524
H -0.5811 -4.8593 -3.1140
H -1.3997 -5.2598 -1.6044
H 0.3334 -4.9405 -1.6157
H 0.1708 -2.5479 -3.6299
H 1.1953 -2.6046 -2.2047
H 0.0584 -1.2876 -2.4111
H 0.2108 -5.3702 1.0062
H -0.3856 -4.6328 2.4993
H 1.3330 -4.9106 2.2821
H 1.8082 -4.1058 -0.4831
H 2.7269 -3.6079 0.9371
H 2.1216 -2.3956 -0.1835
H 0.0169 -2.0480 2.8525
H 1.1364 -1.2453 1.7567
H 1.7215 -2.5166 2.8376
H -3.0712 -5.0355 -0.2543
H -3.7688 -5.0749 1.3548
H -2.0478 -5.3692 1.1418
H -4.1026 -2.8838 -0.6483
H -3.7734 -1.4950 0.3660
H -4.7616 -2.8209 0.9763
H -1.8245 -3.4424 2.9600
H -3.5673 -3.2372 2.8960
H -2.5076 -1.8675 2.5855
F 1.9735 1.0690 -7.3158
C 2.0859 0.9998 -5.9823
C 2.1306 2.2308 -5.1999
F 2.7276 2.1288 -3.9450
C 0.7145 1.9530 -5.2098
F -0.0652 2.6506 -6.0611
C 0.0577 0.8269 -4.5389
Se -1.4289 0.8542 -3.5765
C 0.7608 -0.2646 -5.1911
F 0.0108 -1.0177 -6.0262
C 2.2005 -0.3453 -5.3732
F 2.8916 -0.2913 -4.1300
C 5.6323 0.3425 0.8159
N 4.2455 0.0389 0.5619
C 3.6105 0.2306 -0.6197
N 4.3034 0.6579 -1.6791
S 1.9844 -0.0805 -0.7360
H 5.8335 0.2177 1.8769
H 5.8762 1.3716 0.5318
H 6.2871 -0.3389 0.2614
H 3.6438 -0.1885 1.3368
H 5.3091 0.6469 -1.7001
H 3.8064 0.6941 -2.5600
C 0.3204 5.9196 0.9465
Si -1.1112 5.6616 -0.2986
C -2.6903 6.4002 0.4910
C -0.7219 6.6554 -1.8831
C -1.2507 3.8326 -0.5438
C -1.2669 2.6186 -0.5540
H 0.4645 6.9681 1.1921
H 1.2555 5.5383 0.5483
H 0.1202 5.3851 1.8707
H -2.6288 7.4821 0.5882
H -2.8499 5.9888 1.4835
H -3.5699 6.1724 -0.1027
H -0.6713 7.7221 -1.6747
H -1.4839 6.5049 -2.6411
H 0.2304 6.3579 -2.3112



2.
66
Properties=species:S:1:pos:R:3 method="wB97M-V/def2-TZVPD" e_tot_ha=-17943.39675 orbital_gap_ev=9.7656 de_lowest_kj_mol=310.2
C 1.6581 0.3241 5.5664
Br 1.2669 -1.4466 4.7495
Br 3.5365 1.0090 5.1146
Br 1.4326 0.3267 7.5431
H 1.0080 1.0745 5.1164
C -0.8853 -0.4428 0.1752
Br 0.9990 -0.9357 -0.3154
Br -2.0510 -1.2246 -1.2422
Br -1.0203 1.5902 0.2603
H -1.1454 -0.7400 1.1911
C -2.7046 -4.6925 -5.1741
C -1.8109 -4.0340 -6.2092
O -0.6569 -4.8997 -6.4651
C 0.4632 -4.8099 -5.7777
O 0.6191 -3.9446 -4.9324
C 1.4575 -5.8017 -6.1526
F 1.1139 -6.9698 -5.5965
F 1.4501 -5.9111 -7.4738
F 2.6436 -5.4175 -5.5900
H -3.5649 -5.2435 -5.5540
H -3.1761 -3.9689 -4.5091
H -2.0851 -5.3984 -4.6209
H -1.5599 -3.0472 -5.8200
H -2.2706 -3.6990 -7.1390
C -0.6490 6.5844 -0.1050
C 0.2464 7.3575 0.8136
O 0.6508 6.4659 1.8294
C 1.8125 6.8553 2.6193
O 2.7170 7.5453 2.1714
C 1.8557 6.1688 3.9791
F 3.1266 5.8868 4.3125
F 1.3569 7.1360 4.7702
F 1.0659 5.0679 4.0113
H -1.0490 7.1300 -0.9597
H -1.5297 6.1688 0.3847
H 0.0170 5.8354 -0.5334
H -0.2892 8.1729 1.2997
H 1.0598 7.7277 0.1896
C 1.3823 1.2906 -4.7035
C 2.4815 2.1939 -5.4164
O 3.6840 1.4826 -5.7195
C 4.6059 1.2803 -4.8339
O 4.7328 1.8876 -3.7972
C 5.5251 0.0635 -5.1501
F 6.0367 -0.5152 -4.0427
F 4.9075 -0.8799 -5.9189
F 6.5065 0.5441 -5.8796
H 1.5250 0.2159 -4.8162
H 0.3841 1.5256 -5.0730
H 1.3652 1.3754 -3.6169
H 2.8009 2.8837 -4.6352
H 1.9914 2.6421 -6.2807
C -4.3595 -5.0467 7.0106
C -3.0975 -4.2553 7.0312
O -3.1067 -2.8668 6.7001
C -3.7567 -1.8786 7.3430
O -4.1622 -2.0446 8.5035
C -3.8743 -0.5022 6.5987
F -5.1195 -0.1200 6.3800
F -3.2698 0.4337 7.3958
F -3.1655 -0.6195 5.3971
H -4.1876 -6.1152 7.1407
H -4.9226 -5.0285 6.0775
H -5.0181 -4.7313 7.8199
H -2.2447 -4.6728 6.4959
H -2.7540 -4.3424 8.0620



3.
15
Properties=species:S:1:pos:R:3 method="wB97M-V/def2-TZVPD" e_tot_ha=-300.25750 total_charge=+1 orbital_gap_ev=8.9586 de_lowest_kj_mol=424.9
C -0.6791 0.7916 2.1458
C -0.7288 -1.4095 1.1091
N 0.4126 -1.5544 -0.8913
N -0.2408 -2.0599 0.0641
N -0.8030 0.0745 1.0827
N 1.0350 1.0082 -1.6169
H -0.6114 0.2285 3.1164
H -0.2390 1.8133 2.0189
H 0.1385 1.2381 -1.8962
H -1.5064 -1.8967 1.7475
H -0.0081 -1.6077 1.9658
H 0.6229 -2.3210 -1.5847
H 1.3583 1.5568 -0.8184
H 0.6362 -0.4317 -1.0643
H 1.6847 0.9717 -2.3847



4.
15
Properties=species:S:1:pos:R:3 method="wB97M-V/def2-TZVPD" e_tot_ha=-308.24975 total_charge=-1 orbital_gap_ev=6.6363 de_lowest_kj_mol=249.8
O -1.4896 1.5781 0.6876
C -1.3537 1.2020 -0.5859
C -0.8385 -0.3427 -0.7729
C 0.0239 -0.7309 0.4031
C 1.5698 -0.6611 0.2972
O 2.1463 0.0009 1.4470
H -0.6360 1.8086 -1.2237
H -2.2947 1.3271 -1.1738
H -0.4524 -0.4307 -1.7954
H -1.7651 -0.9319 -0.7584
H -0.1986 -1.7173 0.8091
H -0.2246 0.0844 1.1025
H 1.9906 -0.1905 -0.5926
H 1.9758 -1.6738 0.4054
H 1.5469 0.6777 1.7508



5.
74
Properties=species:S:1:pos:R:3 method="wB97M-V/def2-TZVPD" e_tot_ha=-5514.35986 total_charge=-1 orbital_gap_ev=3.8402 de_lowest_kj_mol=398.0
C -0.9624 2.7321 -3.1824
C -1.9178 1.7355 -2.3351
Nb -0.7537 -0.0194 -1.4281
S 0.6613 -1.9486 -0.6691
C -1.1862 0.8186 0.6514
C -0.5597 0.0469 1.8813
C -0.7545 1.0009 3.1749
Br -1.5811 -1.6230 2.3453
H 0.1212 2.5561 -2.9803
H -1.2083 3.8180 -2.9690
H -1.2138 2.5536 -4.2639
H -2.3727 2.3656 -1.5066
H -2.7912 1.3916 -2.9692
H 0.7913 0.9445 -1.6342
H -0.5700 -0.6136 -3.1462
H -2.3236 -0.9599 -1.3109
H 1.7654 -1.4986 0.0327
H -0.7340 1.8653 0.6694
H -2.2885 0.9766 0.8732
H 0.5411 -0.1413 1.8041
H 0.2111 1.1988 3.7102
H -1.2870 1.9496 2.8653
H -1.4611 0.5034 3.9072
C 2.3635 -2.2026 4.5280
O 3.2918 -1.1782 4.9077
P 2.8162 -0.2482 6.2692
O 1.8872 0.6718 5.5036
O 4.3309 0.3879 6.3540
C 5.4320 -0.5192 6.4285
O 2.4038 0.4081 7.7953
C 3.2309 0.0738 8.9099
H 2.7661 -2.7315 3.6647
H 2.2352 -2.9098 5.3497
H 1.3973 -1.7683 4.2612
H 5.8913 -0.6145 5.4433
H 5.1211 -1.5062 6.7794
H 6.1699 -0.1179 7.1263
H 4.0984 0.7372 8.9414
H 3.5602 -0.9659 8.8607
H 2.6531 0.2159 9.8241
C -2.2958 8.3280 -4.4082
O -1.7750 7.8600 -5.6529
P -2.1363 6.2150 -5.9984
O -0.9937 5.7016 -5.1434
O -1.6140 6.4781 -7.5363
C -2.2560 7.5056 -8.2924
O -2.6138 4.6254 -6.4102
C -3.5367 4.4609 -7.4871
H -2.0171 9.3751 -4.2900
H -3.3851 8.2481 -4.4012
H -1.8782 7.7522 -3.5796
H -1.6346 8.4029 -8.2869
H -3.2435 7.7472 -7.8914
H -2.3728 7.1618 -9.3220
H -3.0015 4.4666 -8.4396
H -4.2948 5.2466 -7.4825
H -4.0311 3.4957 -7.3736
C 2.1920 -8.9481 0.4810
O 0.8052 -8.6585 0.6453
P 0.4779 -7.0917 1.2747
O 0.7339 -7.4661 2.7240
O -1.1093 -7.2812 0.8919
C -1.4357 -7.6140 -0.4582
O 0.2570 -5.4324 1.6038
C -0.3064 -4.6110 0.5663
H 2.2884 -9.9552 0.0745
H 2.6454 -8.2396 -0.2160
H 2.7080 -8.9010 1.4428
H -1.6384 -8.6846 -0.5299
H -0.6290 -7.3516 -1.1467
H -2.3323 -7.0631 -0.7473
H -1.3967 -4.6853 0.5853
H 0.0707 -4.9051 -0.4141
H -0.0253 -3.5674 0.7513



6.
124
Properties=species:S:1:pos:R:3 method="wB97M-V/def2-TZVPD" e_tot_ha=-6253.18883 orbital_gap_ev=8.0985
C 3.0555 -2.6898 -0.2715
C 2.3260 -1.3449 -0.2795
O 1.5923 -1.1536 0.9241
C 3.2739 -0.1578 -0.3738
O 4.3618 -0.3793 -1.2872
Si 4.1141 0.1574 -2.8389
C 4.1297 -1.3575 -3.9458
C 5.0709 -2.3594 -3.3159
C 6.6059 -1.8617 -3.2369
O 5.9099 -2.9815 -4.1181
O 2.8631 1.2157 -3.0084
Si 1.5022 0.9197 -3.9233
C 1.8206 0.4877 -5.7279
C 0.2301 -0.1939 -3.0843
C 0.2563 -1.6731 -3.4911
C -0.9677 -2.3668 -2.9080
F -0.9874 -3.6826 -3.1789
F -0.9764 -2.1992 -1.5564
F -2.1320 -1.8356 -3.3484
P 0.4695 2.9331 -3.9704
O 0.0193 3.3032 -2.6264
O -0.7171 2.8896 -5.0565
O 1.5178 3.9756 -4.6120
P 5.9303 1.3804 -3.4092
N 5.5134 2.7634 -4.0945
H 4.0589 -2.6385 0.1410
H 3.0741 -3.0689 -1.2963
H 2.4621 -3.4131 0.2841
H 1.6190 -1.3644 -1.1120
H 0.6804 -1.3835 0.7369
H 3.7017 -0.0587 0.6252
H 2.7220 0.7635 -0.5574
H 3.1817 -1.8895 -4.0758
H 4.5940 -1.1924 -4.9186
H 4.7140 -2.9176 -2.4595
H 7.5773 -2.3385 -3.3910
H 6.5878 -2.1937 -2.1494
H 1.0653 0.9421 -6.3648
H 2.8237 0.7976 -6.0247
H 1.7904 -0.5938 -5.8777
H 0.2688 -0.0239 -2.0106
H -0.7368 0.2016 -3.4105
H 0.1584 -1.7529 -4.5721
H 1.0959 -2.2362 -3.0901
H -0.7618 2.0258 -5.4750
H 2.2190 4.0803 -3.9541
H 6.6869 1.6604 -2.2473
H 6.7175 0.6513 -4.3184
H 4.5050 2.8529 -4.1399
O -4.1580 1.0423 0.4633
S -5.4558 1.1785 -0.1255
O -6.6085 0.6672 0.5485
O -5.4119 0.5955 -1.6038
C -4.8965 -0.7407 -1.7823
C -5.9003 -1.8050 -1.3851
C -5.7369 2.8595 -0.5602
H -3.9594 -0.8520 -1.2346
H -4.6650 -0.8302 -2.8415
H -6.0857 -1.7938 -0.3117
H -5.5257 -2.7924 -1.6555
H -6.8552 -1.6365 -1.8828
H -4.8726 3.2296 -1.1048
H -5.8691 3.4146 0.3657
H -6.6372 2.9172 -1.1656
O 2.9190 -2.4653 4.7295
S 2.0319 -3.5793 4.8610
O 1.7013 -4.3886 3.7291
O 0.6880 -3.0834 5.5422
C 0.0405 -1.9485 4.9107
C -0.6792 -2.3351 3.6357
C 2.5960 -4.6247 6.1602
H 0.7746 -1.1634 4.7251
H -0.6681 -1.5646 5.6417
H 0.0338 -2.6410 2.8688
H -1.2531 -1.4942 3.2565
H -1.3540 -3.1725 3.8098
H 2.8095 -4.0147 7.0334
H 3.5005 -5.1158 5.8091
H 1.8268 -5.3614 6.3754
O -5.6309 -1.9042 3.6690
S -4.7997 -0.7562 3.8612
O -3.3910 -0.9095 4.0676
O -5.4035 0.1248 5.0386
C -5.6741 -0.5264 6.2989
C -4.4154 -0.7554 7.1090
C -5.0637 0.3936 2.5554
H -6.2116 -1.4611 6.1302
H -6.3406 0.1387 6.8437
H -3.7654 -1.4878 6.6298
H -4.6660 -1.1238 8.1037
H -3.8491 0.1704 7.2065
H -6.1326 0.5375 2.4253
H -4.6270 -0.0280 1.6530
H -4.5690 1.3277 2.8071
O -5.5517 2.2889 8.4832
S -4.7053 3.4173 8.7299
O -3.3046 3.2506 8.9521
O -5.3291 4.2740 9.9150
C -5.6255 3.5952 11.1531
C -4.3833 3.3439 11.9845
C -4.9417 4.6039 7.4524
H -6.1629 2.6681 10.9478
H -6.3061 4.2530 11.6900
H -3.7250 2.6216 11.5035
H -4.6608 2.9532 12.9637
H -3.8170 4.2656 12.1161
H -6.0074 4.7588 7.3098
H -4.4920 4.1976 6.5492
H -4.4459 5.5278 7.7374
O 7.1602 1.7002 -7.7908
S 5.9155 1.6321 -8.4867
O 4.7544 1.0718 -7.8620
O 6.1483 0.9076 -9.8857
C 6.7935 -0.3812 -9.8728
C 5.8549 -1.4933 -9.4475
C 5.5092 3.2219 -9.1175
H 7.6810 -0.3450 -9.2391
H 7.1300 -0.5490 -10.8941
H 5.5719 -1.3919 -8.4004
H 6.3379 -2.4619 -9.5777
H 4.9393 -1.4691 -10.0385
H 6.3780 3.6286 -9.6270
H 5.2407 3.8436 -8.2660
H 4.6660 3.1254 -9.7961



7.
64
Properties=species:S:1:pos:R:3 method="wB97M-V/def2-TZVPD" e_tot_ha=-1745.36801 total_charge=-1 orbital_gap_ev=3.9614 de_lowest_kj_mol=0.0
O -1.1190 -0.6855 -0.1337
C -1.9421 -0.3238 -1.2975
C -3.0140 -1.3407 -0.9202
H -1.4040 -0.5362 -2.2231
H -2.2696 0.7181 -1.2704
C -2.0753 -1.7130 0.2358
H -3.1215 -2.1899 -1.5858
H -3.9919 -0.9394 -0.6224
C -1.5189 -3.1016 0.0689
H -1.2084 -3.2580 -0.9644
H -2.3143 -3.8203 0.2999
H -0.6842 -3.3031 0.7469
C -2.7199 -1.4781 1.5632
H -3.2873 -0.5469 1.5545
H -1.9966 -1.4697 2.3824
H -3.4225 -2.2945 1.7499
Ba 1.4752 1.3311 -0.4651
C 0.3764 2.3440 2.7711
C 0.5802 3.2724 1.7214
C -0.5128 3.1729 0.8105
H 1.3957 3.9811 1.6643
C -1.3634 2.1329 1.2874
C -0.8201 1.6393 2.4962
H -1.2589 0.8643 3.1331
H 0.9970 2.2414 3.6485
H -0.6731 3.8060 -0.0591
H -2.3180 1.8321 0.8515
C 2.4216 -0.0715 2.9763
C 1.2182 -0.6618 3.4403
C 0.8876 -1.7434 2.5822
H 0.6443 -0.3249 4.3053
C 1.8995 -1.8237 1.5805
C 2.8472 -0.7985 1.8295
H 3.7649 -0.6098 1.2718
H 2.9217 0.7764 3.4207
H 0.0418 -2.4149 2.7051
H 1.9522 -2.5663 0.7757
O -2.5176 -1.8264 -3.7271
C -3.6263 -2.7527 -3.5813
C -4.2125 -3.1584 -4.9329
H -4.4362 -2.2809 -3.0034
H -3.3006 -3.6517 -3.0294
C -3.5110 -2.2197 -5.9204
H -5.2970 -3.0027 -4.9535
H -3.9681 -4.2067 -5.1246
C -2.3481 -1.5894 -5.1254
H -4.2043 -1.4218 -6.2107
H -3.1590 -2.7713 -6.7960
H -2.2731 -0.5083 -5.3073
H -1.4001 -2.0469 -5.4286
C 5.3978 1.7783 1.7802
C 4.2222 2.6754 1.4312
O 3.0653 2.0004 1.1646
C 4.0397 3.6850 2.6378
F 5.2247 4.2183 3.0653
F 3.2005 4.7189 2.3531
F 3.4876 3.0331 3.7089
C 4.4963 3.4775 0.1019
F 5.6004 4.2550 0.1638
F 4.6648 2.5725 -0.9322
F 3.4272 4.2571 -0.2701
H 5.1817 1.2505 2.7170
H 6.3065 2.3776 1.9031
H 5.5516 1.0406 0.9849



8.
16
Properties=species:S:1:pos:R:3 method="wB97M-V/def2-TZVPD" e_tot_ha=-362.96519 orbital_gap_ev=9.3573 de_lowest_kj_mol=316.0
C -1.4344 -1.5539 -1.0260
C -0.3952 -0.7326 -0.3260
C -0.3762 0.5904 -0.2068
O -1.3175 1.4450 -0.7163
C 0.6951 1.3650 0.5285
N 1.4497 0.6548 1.5410
O 2.3661 -0.2795 0.9596
H -2.0137 -2.1280 -0.3011
H -2.1284 -0.9525 -1.6129
H -0.9520 -2.2626 -1.6977
H 0.4137 -1.2957 0.1111
H -1.9789 0.9392 -1.2027
H 0.2134 2.2071 1.0343
H 1.4087 1.7738 -0.1942
H 0.8192 0.0793 2.0973
H 3.2305 0.1501 1.0121



9.
17
Properties=species:S:1:pos:R:3 method="wB97M-V/def2-TZVPD" e_tot_ha=-309.66878 orbital_gap_ev=8.2489 de_lowest_kj_mol=455.8
O 1.4383 -0.3560 1.3990
C 1.4638 -0.1831 0.0939
C 0.7679 -1.2637 -0.6225
C -1.0899 -0.7715 0.4699
C -1.3723 0.7252 0.3044
C -0.2632 1.5468 -0.3198
C 1.0114 1.1785 -0.4307
H -0.0802 -0.8336 1.0874
H 2.4606 -0.4690 -0.3894
H 0.8995 -2.2705 -0.2286
H 0.5120 -1.1774 -1.6804
H -1.7490 -1.2378 1.2148
H -1.3328 -1.3250 -0.4492
H -2.2961 0.8750 -0.2690
H -1.5632 1.1501 1.2994
H -0.5562 2.5458 -0.6424
H 1.7493 1.8660 -0.8368



| no. | largest force on an atom (eV/Å) |
| --- | --- |
| 1 | 1.51 |
| 2 | 5.91 |
| 3 | 6.77 |
| 4 | 1.78 |
| 5 | 9.65 |
| 6 | 2.41 |
| 7 | 2.78 |
| 8 | 0.43 |
| 9 | 0.36 |